This record from the OMol25 dataset describes a 8-piece molecular cluster, C32H88N8O8 overall at a distorted geometry. The level of theory is wB97M-V/def2-TZVPD.

XYZ file:
```
136
Properties=species:S:1:pos:R:3:forces:R:3:lowdin_charge:R:1
C -1.381 -0.850 -1.662 -0.5 -0.7 -0.3 -0.117
O -0.684 0.230 -1.125 0.5 0.0 0.8 -0.170
C -0.829 1.361 -1.914 -1.1 1.4 -1.2 -0.251
C 0.070 2.539 -1.558 1.2 -1.0 0.3 -0.426
C 1.528 2.095 -1.721 0.0 0.3 0.4 -0.061
N -0.161 3.104 -0.217 -0.6 -0.4 -0.7 0.068
H -0.841 -1.248 -2.533 -0.2 0.0 -0.1 0.089
H -2.415 -0.589 -1.938 0.2 0.1 -0.2 0.095
H -1.494 -1.659 -0.937 0.4 0.2 0.2 0.067
H -0.670 1.140 -2.988 0.1 -0.2 0.2 0.131
H -1.872 1.745 -1.872 0.1 -0.3 0.2 0.109
H -0.055 3.281 -2.355 -0.6 0.2 0.3 0.129
H 1.630 1.738 -2.745 0.4 -0.1 0.0 0.082
H 1.800 1.308 -1.014 -0.2 -0.2 -0.1 0.060
H 2.222 2.919 -1.522 -0.1 0.0 -0.3 0.073
H -1.181 3.076 -0.102 0.3 0.3 0.3 0.062
H 0.223 2.448 0.459 -0.1 0.1 0.0 0.048
C 2.256 8.462 1.615 0.2 0.8 0.4 -0.131
O 1.769 7.526 0.709 0.0 -0.2 -0.2 -0.179
C 2.179 7.774 -0.611 0.3 0.3 -0.5 -0.232
C 2.014 6.524 -1.439 -0.9 -0.8 0.4 -0.448
C 2.496 6.731 -2.846 0.6 0.6 -0.5 -0.081
N 0.611 6.037 -1.440 0.4 0.7 -0.3 0.059
H 1.941 8.166 2.613 0.1 -0.1 0.0 0.087
H 1.871 9.482 1.438 -0.1 -0.2 -0.1 0.091
H 3.352 8.547 1.577 -0.1 -0.2 0.1 0.088
H 1.634 8.624 -1.059 -0.2 -0.2 0.1 0.137
H 3.243 8.065 -0.674 -0.1 -0.1 0.3 0.128
H 2.616 5.734 -0.966 0.2 0.3 0.0 0.135
H 3.585 6.877 -2.848 -0.1 -0.2 -0.1 0.079
H 2.083 7.631 -3.316 -0.2 -0.1 0.2 0.079
H 2.220 5.900 -3.492 0.1 -0.1 0.1 0.072
H 0.629 5.030 -1.373 -0.2 0.0 0.3 0.014
H 0.115 6.387 -0.630 0.1 -0.2 0.1 0.063
C 3.012 -3.221 2.462 0.5 0.9 -0.9 -0.098
O 2.030 -2.197 2.390 0.2 0.0 0.6 -0.204
C 0.895 -2.476 3.194 0.3 -1.2 -0.8 -0.227
C -0.168 -1.498 2.882 -1.8 1.7 -0.3 -0.414
C 0.007 -0.113 3.538 0.0 -0.2 0.7 -0.047
N -1.527 -2.059 3.190 1.0 0.0 -0.4 0.038
H 3.954 -2.774 2.120 -0.1 0.1 0.2 0.079
H 2.808 -3.990 1.709 -0.3 -0.4 0.5 0.088
H 3.180 -3.572 3.481 -0.2 -0.3 -0.1 0.086
H 0.499 -3.450 2.872 0.1 -0.2 0.3 0.128
H 1.141 -2.532 4.263 0.1 0.1 0.0 0.137
H -0.195 -1.309 1.801 0.4 -0.3 0.1 0.132
H -0.713 0.617 3.159 -0.1 -0.2 0.0 0.079
H 0.989 0.343 3.428 -0.1 -0.2 -0.3 0.033
H -0.138 -0.201 4.627 -0.1 0.0 -0.2 0.088
H -1.509 -2.698 3.976 -0.1 0.2 0.2 0.063
H -2.161 -1.292 3.364 -0.1 -0.2 0.2 0.060
C 2.931 -2.221 -2.234 0.5 0.7 -0.2 -0.082
O 4.239 -2.034 -1.678 -1.0 -0.6 -0.1 -0.191
C 4.414 -0.723 -1.196 -0.4 0.0 0.5 -0.242
C 5.836 -0.567 -0.754 1.4 -1.1 -1.0 -0.426
C 6.188 0.877 -0.498 0.9 0.6 0.5 -0.066
N 6.773 -1.164 -1.796 -0.9 0.8 0.7 0.039
H 2.781 -3.247 -2.558 0.4 -0.1 0.2 0.066
H 2.858 -1.586 -3.132 -0.2 -0.1 0.2 0.094
H 2.136 -1.947 -1.529 0.1 0.0 0.0 0.086
H 4.086 0.021 -1.933 0.2 0.0 -0.1 0.125
H 3.841 -0.560 -0.266 -0.4 0.0 -0.3 0.122
H 5.938 -1.178 0.161 0.0 0.4 0.0 0.132
H 7.278 1.012 -0.524 -0.1 -0.2 0.1 0.077
H 5.897 1.215 0.503 -0.3 -0.1 -0.2 0.070
H 5.825 1.584 -1.246 -0.3 -0.2 0.0 0.081
H 7.700 -1.203 -1.384 -0.1 -0.1 -0.1 0.061
H 6.456 -2.113 -1.982 0.1 0.2 0.0 0.057
C 0.502 -4.942 -1.386 -0.3 1.1 1.0 -0.119
O -0.589 -5.474 -2.073 0.4 -0.8 -0.3 -0.186
C -0.801 -4.797 -3.288 -0.6 0.0 0.5 -0.232
C -1.762 -5.581 -4.143 0.7 0.3 -0.4 -0.454
C -1.886 -4.830 -5.454 -0.1 -0.1 -1.0 -0.074
N -3.058 -5.599 -3.483 -0.8 -1.2 -0.3 0.053
H 0.218 -3.921 -1.062 0.4 -0.1 -0.1 0.086
H 1.433 -4.886 -1.957 -0.1 -0.2 -0.2 0.072
H 0.686 -5.489 -0.464 -0.1 -0.3 -0.1 0.089
H -1.325 -3.854 -3.052 0.4 0.2 -0.2 0.123
H 0.141 -4.622 -3.815 0.1 0.1 0.0 0.127
H -1.339 -6.573 -4.354 -0.1 0.0 0.2 0.145
H -2.480 -3.925 -5.317 0.0 0.0 -0.1 0.085
H -2.330 -5.435 -6.256 -0.4 0.0 0.4 0.079
H -0.922 -4.567 -5.903 0.1 0.1 0.4 0.079
H -3.078 -6.306 -2.745 0.3 0.4 0.1 0.072
H -3.715 -6.009 -4.155 0.0 0.5 0.2 0.087
C 2.636 2.105 1.826 -0.2 -0.6 0.8 -0.087
O 3.302 1.802 3.050 0.0 0.8 -0.5 -0.188
C 3.611 0.450 3.236 0.2 -0.2 0.2 -0.233
C 4.557 0.369 4.418 -0.5 1.0 0.7 -0.436
C 5.109 -1.001 4.599 0.3 -0.9 0.1 -0.073
N 3.940 0.852 5.683 -0.7 -0.2 -0.4 0.044
H 1.811 1.389 1.677 0.2 0.0 -0.3 0.072
H 3.340 2.069 0.991 -0.1 0.1 -0.1 0.080
H 2.175 3.081 1.950 0.2 0.2 -0.2 0.093
H 2.673 -0.068 3.439 0.4 -0.5 0.0 0.087
H 4.114 -0.027 2.380 -0.2 0.3 -0.2 0.122
H 5.376 1.068 4.210 0.0 -0.1 -0.1 0.141
H 5.746 -1.073 5.481 0.1 0.2 0.0 0.083
H 5.699 -1.283 3.721 0.0 -0.1 0.1 0.080
H 4.327 -1.759 4.740 -0.1 0.2 -0.1 0.072
H 3.274 1.593 5.448 0.5 0.1 0.0 0.066
H 3.321 0.123 6.053 0.4 0.0 -0.1 0.067
C -6.070 5.578 0.330 0.1 0.8 -0.1 -0.117
O -6.404 4.242 0.572 -0.4 0.4 0.6 -0.182
C -6.390 3.485 -0.591 -0.8 -1.3 -0.1 -0.247
C -5.012 3.319 -1.186 -0.5 0.1 -1.0 -0.476
C -5.070 2.240 -2.246 -0.1 -0.6 0.2 -0.067
N -4.013 3.007 -0.189 0.2 0.3 0.6 0.063
H -6.618 6.026 -0.514 0.0 -0.4 -0.1 0.096
H -4.999 5.663 0.124 0.0 0.3 0.1 0.088
H -6.348 6.185 1.190 0.2 -0.2 0.2 0.090
H -6.776 2.497 -0.304 0.1 0.1 0.1 0.135
H -7.109 3.868 -1.329 0.2 0.2 -0.1 0.131
H -4.820 4.262 -1.716 0.6 0.0 0.3 0.135
H -5.239 1.270 -1.756 0.0 0.1 -0.1 0.084
H -4.134 2.164 -2.794 0.0 0.1 -0.1 0.068
H -5.907 2.377 -2.932 0.1 0.2 -0.1 0.083
H -4.010 2.010 0.014 -0.1 0.0 -0.2 0.079
H -4.312 3.445 0.685 0.3 0.0 -0.2 0.075
C -6.867 -5.003 2.554 -0.6 0.7 0.5 -0.158
O -5.912 -5.464 1.691 1.5 -0.1 -1.3 -0.200
C -4.944 -4.466 1.310 -0.2 -0.8 0.5 -0.187
C -4.194 -4.989 0.091 1.3 0.0 0.0 -0.407
C -3.156 -6.069 0.501 -0.7 -0.1 -0.3 -0.056
N -3.577 -3.854 -0.625 0.3 0.4 -0.1 0.041
H -6.433 -4.559 3.461 0.0 -0.2 0.1 0.088
H -7.483 -5.861 2.796 -0.3 0.0 0.3 0.088
H -7.473 -4.220 2.076 -0.2 -0.1 0.1 0.089
H -5.437 -3.503 1.124 0.1 -0.1 -0.1 0.121
H -4.240 -4.368 2.161 -0.2 0.3 -0.3 0.129
H -4.896 -5.485 -0.586 -0.2 0.3 0.1 0.136
H -3.606 -6.824 1.158 0.0 0.2 0.0 0.076
H -2.286 -5.636 0.992 0.0 0.1 0.1 0.070
H -2.832 -6.595 -0.399 0.2 0.1 0.1 0.055
H -2.833 -3.391 -0.100 -0.4 -0.3 0.5 0.055
H -3.091 -4.108 -1.484 -0.6 -0.5 0.0 0.027
```
Forces are in eV/Å.

## Properties
* LUMO energy: 0.55 eV
* HOMO level: -8.7 eV
* gap between HOMO and LUMO: 9.23 eV
* SMILES: COC[C@H](C)N.COC[C@H](C)N.COC[C@H](C)N.COC[C@H](C)N.COC[C@H](C)N.COC[C@H](C)N.COC[C@H](C)N.COC[C@H](C)N